Here is a structure of composition C67H60ClCrN5OP3S from the Open Molecules 2025 dataset. Energies are from ωB97M-V with the def2-TZVPD basis set.

Each line ends with the Mulliken charge.
Element x y z (Å)
Cr (-0.2664, 0.8840, -0.6110)  1.64
Cl (-5.4507, -3.8823, -2.5993)  -0.21
C (-4.1436, -2.9634, -1.9582)  -0.28
C (-3.0005, -3.6290, -1.4920)  -1.36
C (-1.9601, -2.9239, -0.9483)  0.53
C (-1.9663, -1.5136, -0.9056)  0.00
O (-0.9882, -0.8470, -0.3781)  1.20
C (-3.1039, -0.8429, -1.4537)  1.00
C (-3.1407, 0.5692, -1.5092)  -1.45
N (-2.1204, 1.3677, -1.3194)  2.49
C (-2.3241, 2.7376, -1.3766)  -1.08
C (-3.2052, 3.4063, -2.2148)  -0.23
C (-3.2986, 4.7976, -2.1553)  -1.46
C (-2.5622, 5.5296, -1.2529)  -0.85
C (-1.6594, 4.8874, -0.3811)  0.68
C (-0.8674, 5.5415, 0.5871)  -1.21
C (-0.0338, 4.7887, 1.3811)  -1.60
C (0.0275, 3.4074, 1.2134)  0.14
N (-0.6587, 2.7579, 0.2810)  1.53
C (-1.5248, 3.4767, -0.4714)  -0.04
C (-4.2039, -1.5923, -1.9178)  -1.38
H (-2.9501, -4.7032, -1.5693)  0.49
H (-1.1012, -3.4500, -0.5676)  -0.29
H (-4.1103, 1.0199, -1.7157)  0.39
H (-3.8061, 2.8614, -2.9271)  0.55
H (-3.9794, 5.3038, -2.8219)  0.46
H (-2.6712, 6.6021, -1.2009)  0.54
H (-0.9163, 6.6140, 0.6885)  0.54
H (0.5752, 5.2526, 2.1391)  0.66
H (0.6730, 2.8138, 1.8461)  -0.02
H (-5.0803, -1.0759, -2.2802)  0.62
C (2.7257, -3.0427, 6.4899)  -0.67
S (2.1023, -1.5161, 7.2356)  -0.06
C (1.0566, -0.8824, 5.8817)  -0.62
C (1.8882, -0.3361, 4.7298)  -0.73
C (1.0832, 0.5656, 3.7902)  -0.68
N (0.3676, -0.1817, 2.7448)  0.93
P (-1.1333, 0.5977, 2.2406)  0.48
C (-1.8442, 1.0837, 3.8641)  1.01
C (-2.0911, 0.0924, 4.8108)  -0.46
C (-2.7522, 0.3995, 5.9823)  -0.96
C (-3.1938, 1.6945, 6.2094)  -0.79
C (-2.9446, 2.6842, 5.2744)  -0.65
C (-2.2682, 2.3836, 4.1019)  -0.53
C (-2.4529, -0.6456, 1.9783)  1.12
C (-3.6255, -0.0057, 1.5729)  -1.05
C (-4.7989, -0.7158, 1.4156)  -0.79
C (-4.8052, -2.0824, 1.6505)  -0.87
C (-3.6393, -2.7252, 2.0298)  -1.10
C (-2.4622, -2.0123, 2.1951)  0.41
P (1.2719, -0.6027, 1.3050)  1.47
C (0.9669, -2.4045, 1.3060)  0.82
C (0.6393, -3.1072, 2.4604)  -1.77
C (0.5260, -4.4866, 2.4213)  -0.23
C (0.7718, -5.1741, 1.2429)  -1.00
C (1.1323, -4.4809, 0.0967)  -0.28
C (1.2260, -3.1000, 0.1306)  -0.46
C (3.0700, -0.6741, 1.7902)  1.82
C (3.8086, 0.4668, 2.1142)  -0.50
C (5.1672, 0.3933, 2.3689)  -1.13
C (5.8400, -0.8122, 2.2655)  -0.88
C (5.1244, -1.9516, 1.9431)  -1.13
C (3.7633, -1.8832, 1.7069)  -0.80
H (3.2443, -3.5781, 7.2774)  0.40
H (3.4165, -2.8121, 5.6846)  0.16
H (1.8917, -3.6354, 6.1276)  0.19
H (0.4721, -0.0852, 6.3400)  0.30
H (0.3839, -1.6816, 5.5739)  0.08
H (2.3374, -1.1538, 4.1642)  -0.10
H (2.6988, 0.2625, 5.1504)  0.68
H (1.7629, 1.3067, 3.3647)  -0.41
H (0.3494, 1.1184, 4.3817)  1.32
H (-1.7745, -0.9199, 4.6058)  0.49
H (-2.9416, -0.3731, 6.7114)  0.50
H (-3.7442, 1.9228, 7.1089)  0.43
H (-3.2895, 3.6897, 5.4577)  0.48
H (-2.0843, 3.1552, 3.3654)  0.42
H (-3.6095, 1.0686, 1.4150)  0.48
H (-5.7073, -0.2102, 1.1227)  0.52
H (-5.7221, -2.6410, 1.5497)  0.44
H (-3.6463, -3.7904, 2.2061)  0.49
H (-1.5627, -2.5232, 2.4908)  0.17
H (0.4868, -2.5692, 3.3839)  0.39
H (0.2612, -5.0258, 3.3193)  0.51
H (0.6985, -6.2511, 1.2212)  0.44
H (1.3451, -5.0178, -0.8167)  0.44
H (1.5105, -2.5374, -0.7487)  -0.14
H (3.3418, 1.4382, 2.1987)  0.24
H (5.7053, 1.2864, 2.6485)  0.54
H (6.9037, -0.8643, 2.4381)  0.46
H (5.6224, -2.9068, 1.8726)  0.54
H (3.2473, -2.7982, 1.4670)  0.43
C (-0.7329, -4.4871, -4.3179)  -0.92
C (0.4736, -4.2010, -3.7009)  -0.53
C (0.7603, -2.9095, -3.3035)  -0.93
C (-0.1553, -1.8766, -3.5097)  0.97
C (-1.3686, -2.1784, -4.1216)  -0.34
C (-1.6508, -3.4719, -4.5237)  -0.83
P (0.3288, -0.1933, -2.9408)  3.84
C (2.1221, -0.2826, -3.2828)  -0.33
C (2.5903, -0.5351, -4.5730)  -0.15
C (3.9499, -0.5834, -4.8158)  -1.04
C (4.8557, -0.3877, -3.7835)  -0.86
C (4.3957, -0.1942, -2.4913)  -0.58
C (3.0346, -0.1589, -2.2409)  0.19
C (-0.3190, 0.8810, -4.2854)  0.30
C (0.5074, 1.6349, -5.1171)  -0.66
C (-0.0320, 2.3815, -6.1500)  -1.03
C (-1.4005, 2.4078, -6.3627)  -0.91
C (-2.2360, 1.7228, -5.4968)  -1.18
C (-1.7007, 0.9782, -4.4610)  0.12
H (-0.9464, -5.4900, -4.6530)  0.45
H (1.2060, -4.9813, -3.5532)  0.57
H (1.7229, -2.6981, -2.8622)  0.31
H (-2.1011, -1.4149, -4.3154)  0.39
H (-2.5888, -3.6831, -5.0152)  0.51
H (1.8908, -0.7051, -5.3798)  0.70
H (4.3012, -0.7811, -5.8162)  0.48
H (5.9150, -0.4051, -3.9893)  0.46
H (5.0925, -0.0756, -1.6753)  0.63
H (2.6713, -0.0560, -1.2245)  -0.61
H (1.5755, 1.6480, -4.9614)  0.58
H (0.6289, 2.9368, -6.7964)  0.52
H (-1.8087, 2.9646, -7.1912)  0.46
H (-3.3069, 1.7580, -5.6335)  0.56
H (-2.3681, 0.4689, -3.7804)  -0.08
N (0.2215, 3.5368, -2.8638)  0.57
C (1.3455, 3.3051, -2.1524)  0.13
C (2.4792, 4.1073, -2.3830)  -1.19
C (3.6020, 3.9555, -1.6129)  -1.20
C (3.5680, 3.0110, -0.5854)  -0.80
C (2.4267, 2.2698, -0.4190)  -0.17
N (1.3308, 2.3604, -1.1948)  1.33
H (0.2735, 4.1368, -3.6685)  0.41
H (-0.5317, 2.8685, -2.8295)  -1.11
H (2.4243, 4.8399, -3.1705)  0.56
H (4.4791, 4.5593, -1.7817)  0.50
H (4.4163, 2.8585, 0.0597)  0.66
H (2.3588, 1.5509, 0.3865)  -1.58

Properties
**Charge**: +2
**Multiplicity**: 4
**Electronic energy**: -5864.71394 Eh
**Energy above the lowest of the compared OMol25 structures with the same formula, charge and spin**: 42.3 kJ/mol
**Frontier orbital gap (spin up / spin down)**: 6.061 / 5.901 eV
**Maximum force**: 1.68 eV/Å
**HOMO (spin up / spin down)**: -11.728 / -11.727 eV